Entry 1:
C38H70Br2N2O17PS7 | the ωB97M-V functional and the def2-TZVPD basis

Geometry as XYZ:
```
137
C38H70Br2N2O17PS7 (the ωB97M-V functional and the def2-TZVPD basis)
N 3.6351 -0.8430 5.2041
C 3.5938 -1.7559 4.0403
C 2.3919 -1.4022 3.1564
O 1.1744 -1.3648 3.8767
C 2.3346 -2.4222 1.9791
C 2.9433 -1.7513 0.7813
C 2.0948 -1.0332 -0.0672
C 2.6442 -0.3745 -1.1489
C 1.7707 0.4505 -2.0593
C 1.9398 1.9453 -1.7173
O 1.6758 2.8280 -2.4373
Br 2.6806 2.3867 0.0710
N 3.9662 -0.4484 -1.3645
C 4.8039 -1.1420 -0.5712
P 6.5924 -1.0797 -1.0228
O 7.1925 -1.9932 0.1766
Br 6.6904 -2.1945 -2.9534
C 4.3175 -1.8190 0.5224
H 4.6114 -0.6089 5.3569
H 3.2226 0.0457 4.9332
H 3.5744 -2.7933 4.3458
H 4.4676 -1.5297 3.4201
H 2.6200 -0.4015 2.7607
H 0.8649 -0.4556 3.8667
H 1.3136 -2.7311 1.7593
H 2.9165 -3.3159 2.2114
H 1.0406 -0.9831 0.1621
H 2.0159 0.2821 -3.1050
H 0.7240 0.2209 -1.8749
H 4.3351 0.0714 -2.1565
H 8.1459 -1.8196 0.1822
H 4.9794 -2.3879 1.1619
C 6.1434 -4.9343 7.4464
C 6.0657 -6.2424 6.6484
C 5.9295 -5.8680 5.1670
S 6.7329 -4.2717 4.9795
O 5.7322 -3.2882 4.6152
O 7.9404 -4.4225 4.2096
C 7.1446 -4.0535 6.7053
H 6.4510 -5.1060 8.4763
H 5.1633 -4.4521 7.4632
H 6.9813 -6.8169 6.8001
H 5.2328 -6.8639 6.9726
H 6.4188 -6.5869 4.5146
H 4.8866 -5.7533 4.8758
H 7.0737 -3.0002 6.9671
H 8.1653 -4.4076 6.8460
C -2.8536 -1.2232 3.9222
C -3.8112 -2.1168 4.7173
C -4.3475 -3.1816 3.7519
S -3.0717 -3.4194 2.5101
O -3.5744 -2.9772 1.2303
O -2.4725 -4.7225 2.6683
C -1.9542 -2.1762 3.1359
H -2.2701 -0.5716 4.5727
H -3.4247 -0.5960 3.2429
H -3.2713 -2.5997 5.5362
H -4.6256 -1.5417 5.1562
H -4.5356 -4.1302 4.2487
H -5.2488 -2.8433 3.2431
H -1.4402 -1.6998 2.3031
H -1.2328 -2.6732 3.7850
C -6.8432 2.6911 1.2061
C -6.5567 3.6052 2.4046
C -6.2566 2.7045 3.6098
S -5.5765 1.1814 2.9333
O -6.4812 0.0923 3.2128
O -4.1709 1.0808 3.2729
C -5.7427 1.6389 1.2148
H -6.8519 3.2434 0.2700
H -7.8188 2.2137 1.3271
H -5.6826 4.2175 2.1750
H -7.3929 4.2739 2.6109
H -5.5246 3.1473 4.2803
H -7.1609 2.4506 4.1606
H -5.9796 0.7565 0.6237
H -4.7910 2.0617 0.8947
C -0.6995 5.3055 2.2193
C -0.8420 4.9762 0.7272
C -2.2332 4.3747 0.5224
S -3.2738 5.0611 1.8097
O -3.6542 3.9870 2.6877
O -4.2399 5.9555 1.2264
C -1.9928 6.0137 2.6211
H 0.1757 5.9227 2.4165
H -0.5971 4.3804 2.7918
H -0.7429 5.8915 0.1406
H -0.0805 4.2759 0.3901
H -2.6537 4.6282 -0.4482
H -2.2243 3.2933 0.6528
H -2.1657 6.0210 3.6947
H -2.0347 7.0289 2.2273
C -9.1430 5.3902 -4.0303
C -8.8558 6.3073 -2.8337
C -8.5556 5.4078 -1.6277
S -7.8771 3.8851 -2.2973
O -8.7898 2.8089 -2.0140
O -6.4738 3.7965 -1.9622
C -8.0404 4.3360 -4.0207
H -9.1580 5.9420 -4.9688
H -10.1166 4.9120 -3.9046
H -7.9869 6.9310 -3.0535
H -9.6916 6.9732 -2.6259
H -7.8269 5.8548 -0.9550
H -9.4610 5.1540 -1.0794
H -8.2788 3.4515 -4.6071
H -7.0885 4.7570 -4.3442
C 6.9478 -3.4706 -7.4398
C 7.5307 -4.0836 -6.1590
C 8.1011 -5.4588 -6.5254
S 8.5762 -5.3595 -8.2579
O 7.7404 -6.2528 -9.0144
O 10.0098 -5.3946 -8.3639
C 8.0034 -3.6832 -8.5199
H 6.7138 -2.4139 -7.3140
H 6.0264 -3.9902 -7.7116
H 8.3305 -3.4422 -5.7803
H 6.7787 -4.1689 -5.3738
H 8.9768 -5.7108 -5.9328
H 7.3527 -6.2432 -6.4307
H 7.6162 -3.5856 -9.5312
H 8.8549 -3.0181 -8.3779
C -2.4419 2.3155 -5.1936
C -2.9288 0.8606 -5.1650
C -1.8283 -0.0037 -5.7942
S -0.2834 0.8614 -5.4982
O 0.2695 1.2785 -6.7569
O 0.5141 0.1140 -4.5415
C -1.0039 2.2839 -4.6855
H -3.0663 2.9631 -4.5802
H -2.4662 2.6942 -6.2175
H -3.0944 0.5523 -4.1306
H -3.8711 0.7395 -5.6957
H -1.7743 -0.9915 -5.3431
H -1.9526 -0.0954 -6.8713
H -0.4315 3.1740 -4.9364
H -0.9692 2.1068 -3.6103
```

Summary:
Charge = +1
E_LUMO = -4.11 eV
Electronic energy = -303542.1393 eV
Orbital gap = 7.275 eV

Atomic partial charges in e from the Löwdin method, atoms 1 to 8: N 0.027; C -0.250; C -0.361; O -0.004; C -0.053; C -0.144; C 0.051; C -0.264

Entry 2:
C42H66BrIN5O3PTi | the ωB97M-V functional and the def2-TZVPD basis

Geometry as XYZ:
```
120
C42H66BrIN5O3PTi (the ωB97M-V functional and the def2-TZVPD basis)
Ti 0.1286 0.2528 0.8086
C -2.1841 -1.9807 -0.4403
C -2.7848 -1.2239 0.7254
N -2.0580 0.0587 0.9755
C -2.5191 0.6625 2.2504
C -1.6773 0.1288 3.3866
N -0.2601 0.4295 3.1072
C 0.6160 -0.1267 4.1567
C 2.0813 0.2972 4.0479
C 2.7490 0.2690 2.6585
N 2.0199 -0.5314 1.6518
C 2.1037 -1.9798 1.9589
C 1.2170 -2.7430 1.0122
N -0.1108 -2.0944 0.9673
C -0.9662 -2.7943 -0.0295
H -1.9256 -1.2691 -1.2249
H -2.9306 -2.6499 -0.8678
H -2.7511 -1.8158 1.6433
H -3.8321 -0.9807 0.5408
H -2.3251 0.6764 0.2059
H -3.5760 0.4436 2.4152
H -2.4025 1.7399 2.1837
H -1.7822 -0.9547 3.4829
H -2.0013 0.5637 4.3361
H -0.1623 1.4428 3.1336
H 0.5055 -1.2103 4.1306
H 0.2482 0.1880 5.1374
H 2.6375 -0.3417 4.7344
H 2.1814 1.3077 4.4466
H 3.7616 -0.1297 2.7550
H 2.8464 1.2742 2.2550
H 2.5227 -0.3947 0.7632
H 1.7966 -2.1439 2.9892
H 3.1404 -2.3130 1.8720
H 1.1401 -3.7913 1.3118
H 1.6332 -2.7188 0.0035
H -0.5388 -2.2247 1.8827
H -1.2707 -3.7580 0.3886
H -0.3457 -3.0012 -0.9015
O 2.9570 0.1904 -0.8975
C 2.5009 -0.4714 -2.0771
C 0.9587 -0.3499 -2.1197
O 0.2757 -0.4641 -3.0983
O 0.4041 -0.2151 -0.9139
C 3.2429 0.0838 -3.2992
C 4.5467 0.5424 -3.0996
C 5.2988 1.0289 -4.1585
C 4.7658 1.0489 -5.4381
C 3.4827 0.5690 -5.6472
C 2.7231 0.0832 -4.5910
C 2.8088 -1.9625 -1.8934
C 3.8599 -2.3493 -1.0679
C 4.1498 -3.6960 -0.8914
C 3.3979 -4.6648 -1.5410
C 2.3663 -4.2793 -2.3859
C 2.0736 -2.9344 -2.5667
H 3.1906 1.0959 -1.1359
H 5.0011 0.5002 -2.1170
H 6.3081 1.3775 -3.9825
H 5.3520 1.4213 -6.2674
H 3.0623 0.5665 -6.6443
H 1.7298 -0.2861 -4.7828
H 4.4611 -1.5991 -0.5712
H 4.9763 -3.9878 -0.2560
H 3.6282 -5.7134 -1.4068
H 1.7918 -5.0272 -2.9168
H 1.2757 -2.6480 -3.2408
Br -5.0940 0.9790 -1.1151
C -5.5282 1.1044 -2.9652
C -6.8455 1.4130 -3.2703
C -7.2307 1.5284 -4.5955
C -6.3012 1.3370 -5.6063
C -4.9881 1.0259 -5.2932
C -4.5872 0.9057 -3.9661
I -2.5970 0.3976 -3.6017
H -7.5613 1.5604 -2.4736
H -8.2588 1.7655 -4.8330
H -6.5952 1.4274 -6.6432
H -4.2649 0.8740 -6.0829
C 1.5762 3.6704 2.9375
C 0.5137 4.4754 2.1674
C 0.9799 5.9348 2.0877
C -0.7763 4.4276 3.0038
P 0.1897 3.6619 0.4979
N 0.1503 2.0421 0.7406
C -1.4165 4.2958 -0.2261
C -1.5081 3.8811 -1.7022
C -1.5503 5.8234 -0.1241
C -2.6339 3.6660 0.4574
C 1.6005 4.0265 -0.6857
C 1.4972 3.0933 -1.9097
C 1.6694 5.4697 -1.2020
C 2.9154 3.7104 0.0490
H 1.4224 3.8197 4.0080
H 2.5894 3.9935 2.7115
H 1.5046 2.6065 2.7261
H 1.0342 6.3226 3.1078
H 0.3026 6.5786 1.5328
H 1.9768 6.0247 1.6620
H -0.5352 4.7541 4.0166
H -1.1935 3.4194 3.0737
H -1.5484 5.0943 2.6280
H -0.8867 4.4954 -2.3487
H -2.5432 4.0175 -2.0235
H -1.2628 2.8310 -1.8607
H -0.6820 6.3653 -0.4880
H -1.7669 6.1559 0.8899
H -2.3991 6.1164 -0.7458
H -2.7072 2.6093 0.2159
H -3.5254 4.1375 0.0392
H -2.6699 3.8041 1.5333
H 0.9333 3.5421 -2.7214
H 1.0314 2.1415 -1.6678
H 2.4987 2.9083 -2.3040
H 0.8216 5.7238 -1.8341
H 2.5636 5.5486 -1.8256
H 1.7570 6.2135 -0.4151
H 2.8837 2.7507 0.5713
H 3.1821 4.4820 0.7680
H 3.7208 3.6743 -0.6888
```

Summary:
Charge = +2
E_LUMO = -5.00 eV
Electronic energy = -168758.5127 eV
Orbital gap = 7.739 eV

Atomic partial charges in e from the Löwdin method, atoms 1 to 8: Ti 1.001; C -0.161; C -0.188; N -0.110; C -0.170; C -0.170; N -0.110; C -0.183

Entry 3:
C22H25N3O3 | the ωB97M-V functional and the def2-TZVPD basis

Geometry as XYZ:
```
53
C22H25N3O3 (the ωB97M-V functional and the def2-TZVPD basis)
C 5.9837 2.0213 -4.7622
C 4.5949 2.3615 -4.3147
C 4.3855 3.1861 -3.2148
C 3.1030 3.4969 -2.7982
C 2.0042 2.9777 -3.4586
C 2.1974 2.1365 -4.5493
C 1.0782 1.5619 -5.3349
O 1.1131 1.4055 -6.5397
N -0.0447 1.1797 -4.6455
N -0.1535 1.1797 -3.3141
C -1.2194 0.7546 -2.7619
C -1.3642 0.7522 -1.3250
C -2.5441 0.3013 -0.7360
C -2.7043 0.2929 0.6366
C -1.6723 0.7443 1.4529
O -1.7083 0.7826 2.8139
C -2.8609 0.3168 3.4789
C -3.1917 -1.1687 3.2799
O -4.3440 -1.5052 3.0657
N -2.1775 -2.0459 3.3565
C -0.8025 -1.7283 3.6884
C -0.1405 -2.9128 4.4015
C -1.1615 -3.5915 5.3086
C -2.2630 -4.2355 4.4573
C -2.4449 -3.4547 3.1491
C -0.4836 1.1982 0.8709
C -0.3311 1.2017 -0.4939
C 3.4904 1.8497 -4.9776
H 5.9934 1.7383 -5.8116
H 6.6553 2.8644 -4.6157
H 6.3667 1.1819 -4.1808
H 5.2360 3.5957 -2.6880
H 2.9581 4.1539 -1.9528
H 1.0076 3.2352 -3.1385
H -0.8045 0.7974 -5.2185
H -2.0657 0.3806 -3.3524
H -3.3527 -0.0504 -1.3605
H -3.6295 -0.0691 1.0545
H -3.7494 0.8868 3.1802
H -2.6751 0.5037 4.5419
H -0.7848 -0.8566 4.3447
H -0.2441 -1.4757 2.7775
H 0.2396 -3.6355 3.6781
H 0.7078 -2.5465 4.9804
H -1.5962 -2.8399 5.9710
H -0.6783 -4.3438 5.9322
H -2.0039 -5.2669 4.2156
H -3.1989 -4.2475 5.0159
H -3.4669 -3.5463 2.7798
H -1.7581 -3.8228 2.3808
H 0.3035 1.5439 1.5228
H 0.5843 1.5458 -0.9482
H 3.6175 1.2149 -5.8424
```

Summary:
Structure (SMILES) = Cc1cccc(C(=O)N/N=C/c2ccc(OCC(=O)N3CCCCC3)cc2)c1
E_LUMO = 0.43 eV
Electronic energy = -33832.4563 eV
Orbital gap = 8.553 eV

Atomic partial charges in e from the Löwdin method, atoms 1 to 8: C -0.051; C -0.269; C -0.045; C -0.072; C -0.046; C -0.137; C -0.423; O 0.073

Entry 4:
C25H26CuFN6O3S2 | the ωB97M-V functional and the def2-TZVPD basis

Geometry as XYZ:
```
64
C25H26CuFN6O3S2 (the ωB97M-V functional and the def2-TZVPD basis)
Cu -4.1876 -1.1267 -0.2279
C -9.2068 -0.4817 1.4901
S -8.0368 0.8709 1.6620
C -6.6805 0.3522 0.6598
S -6.6685 -1.1180 -0.1886
N -5.7377 1.2916 0.6857
N -4.6021 0.9108 0.1137
C -3.7765 1.8191 -0.2738
C -2.5976 1.3903 -0.9956
C -1.5329 2.2625 -1.2643
C -0.4548 1.8092 -1.9962
C -0.4368 0.4936 -2.4394
C -1.5271 -0.3062 -2.1282
N -2.5858 0.1190 -1.4436
H -10.0777 -0.1939 2.0785
H -8.7842 -1.4100 1.8655
H -9.4826 -0.6071 0.4456
H -3.9816 2.8766 -0.1233
H -1.5767 3.2806 -0.8970
H 0.3646 2.4825 -2.2295
H 0.3818 0.0993 -3.0277
H -1.5688 -1.3400 -2.4572
F 0.9860 2.5713 1.8561
C 0.9942 1.3231 1.3183
C -0.1265 0.5445 1.3866
C -0.1143 -0.7322 0.8477
C -1.3839 -1.5073 0.8418
O -2.3730 -1.0379 1.3827
C -1.3295 -2.7575 0.1170
C -0.1455 -3.1895 -0.3606
N 1.0474 -2.5027 -0.2773
C 2.2219 -3.0536 -0.8927
C 3.3956 -3.3997 -0.0203
C 2.5507 -4.4848 -0.6214
C 1.0584 -1.2303 0.2588
C 2.1844 -0.4059 0.1794
C 2.1538 0.8763 0.6976
N 3.3173 1.6998 0.5710
C 4.3438 1.5691 1.5922
C 5.7066 1.8411 0.9114
N 5.4159 2.4414 -0.4349
C 4.5008 3.6223 -0.3028
C 3.1321 3.0931 0.1937
C -2.5456 -3.6383 -0.1915
O -2.3011 -4.8411 -0.3359
O -3.6509 -3.0484 -0.3276
H -1.0437 0.9040 1.8399
H -0.1104 -4.1527 -0.8516
H 2.4325 -2.6746 -1.8885
H 3.2821 -3.2156 1.0398
H 4.3907 -3.2376 -0.4133
H 1.8890 -5.0270 0.0396
H 2.9542 -5.0661 -1.4379
H 3.0818 -0.7462 -0.3211
H 4.3250 0.5592 1.9925
H 4.1891 2.2652 2.4255
H 6.2714 0.9266 0.7446
H 6.3243 2.5482 1.4599
H 4.8909 1.7280 -0.9518
H 6.2741 2.6811 -0.9258
H 4.4279 4.1140 -1.2694
H 4.9666 4.3040 0.4053
H 2.3882 3.1375 -0.5998
H 2.7846 3.7243 1.0141
```

Summary:
E_LUMO = -1.81 eV
Electronic energy = -110454.7266 eV
Orbital gap = 3.520 eV

Atomic partial charges in e from the Löwdin method, atoms 1 to 8: Cu 0.184; C -0.472; S 0.803; C -1.115; S 0.634; N -0.115; N -0.082; C -0.098

Entry 5:
C3H8NOS | the ωB97M-V functional and the def2-TZVPD basis

Geometry as XYZ:
```
14
C3H8NOS (the ωB97M-V functional and the def2-TZVPD basis)
C 0.8281 0.2540 -1.1320
C 1.9339 0.4673 -0.2271
C -3.3544 0.3546 0.7193
N 2.8666 -0.5800 0.2239
O 0.6969 0.4520 0.2949
S -2.2907 -0.2859 -0.5018
H 0.1976 1.0626 -1.4853
H 0.4901 -0.7832 -1.3803
H -3.0226 1.4065 0.6763
H -3.1410 -0.1365 1.6668
H -4.4430 0.3906 0.2470
H 3.6728 -0.6172 -0.5563
H 2.4636 -1.6674 0.2288
H 3.1021 -0.3175 1.2258
```

Summary:
Charge = +1
E_LUMO (spin up / spin down) = -6.05 / -4.60 eV
Electronic energy = -17600.3348 eV
Orbital gap (spin up / spin down) = 6.008 / 7.065 eV

Atomic partial charges in e from the Löwdin method, atoms 1 to 8: C -0.072; C -0.207; C -0.570; N 0.188; O -0.010; S 0.612; H 0.112; H 0.115